1.
DFT (wB97M-V/def2-TZVPD) results for C28H36As2SiY as an isolated structure at a distorted geometry.

The geometry in XYZ format:
```
68
Properties=species:S:1:pos:R:3:nbo_charge:R:1
Y 0.902 0.348 0.898 1.81
As 0.651 2.636 2.109 0.78
As -0.309 3.576 -1.300 0.92
Si 2.066 -2.408 -2.181 1.26
C -2.921 3.701 -0.013 -0.22
C -2.153 3.004 2.587 -0.16
C 2.463 -2.487 -4.819 -0.19
C -1.193 3.148 1.601 -0.34
C -0.320 -2.103 0.476 -0.29
C 2.343 -5.853 0.675 -0.19
C 0.638 2.288 4.049 -0.90
C 3.324 -0.680 -6.168 -0.19
C -1.476 2.687 -2.605 -0.95
C 3.917 -0.823 -3.802 -0.19
C -1.551 -0.168 0.636 -0.39
C 3.103 0.118 0.850 -1.42
C 0.836 1.928 -1.225 -0.98
C 1.569 4.346 1.959 -0.89
C -3.880 3.583 0.998 -0.18
C 2.710 -3.569 -0.908 -0.52
C -0.983 -1.101 -0.285 -0.37
C 2.574 -5.985 -0.698 -0.21
C -0.376 -1.748 1.847 -0.36
C 2.522 -1.817 -6.034 -0.21
C 2.409 -4.604 1.281 -0.25
C -1.161 -0.559 1.965 -0.45
C 2.841 -4.850 -1.468 -0.18
C -3.497 3.225 2.284 -0.21
C 2.633 -3.470 0.497 -0.12
C -1.585 3.448 0.271 -0.31
C 4.098 -0.252 -5.071 -0.21
C 2.999 -1.882 -3.669 -0.50
H -4.234 3.123 3.075 0.23
H 3.512 0.876 0.136 0.23
H 4.836 0.541 -5.222 0.22
H 1.080 4.928 1.170 0.26
H 1.514 4.835 2.939 0.25
H 2.626 -6.957 -1.181 0.22
H -4.927 3.770 0.774 0.23
H -1.118 -1.115 -1.365 0.25
H -0.922 1.888 -3.113 0.23
H 2.603 4.100 1.692 0.25
H -1.773 3.440 -3.342 0.25
H 0.639 3.261 4.569 0.25
H -0.231 1.663 4.311 0.25
H -2.361 2.287 -2.104 0.24
H -2.230 0.637 0.396 0.25
H 3.413 -0.186 -7.142 0.23
H 2.329 -4.511 2.363 0.22
H -1.517 -0.100 2.891 0.25
H 3.100 -4.889 -2.526 0.21
H 0.160 1.062 -1.020 0.20
H 3.608 0.298 1.820 0.24
H 1.577 1.738 4.245 0.25
H 1.192 1.777 -2.253 0.29
H 3.515 -0.844 0.508 0.26
H 0.089 -3.025 0.056 0.26
H 0.012 -2.351 2.672 0.26
H -1.846 2.725 3.590 0.21
H 1.675 -1.244 -1.358 -0.25
H 1.706 2.097 -0.542 0.23
H 2.690 -2.488 0.987 0.20
H 1.975 -3.466 -4.720 0.22
H 4.476 -0.429 -2.941 0.22
H 0.781 -2.845 -2.444 -0.19
H 1.932 -2.179 -6.876 0.23
H 2.151 -6.759 1.251 0.22
H -3.243 3.983 -1.016 0.23
```

Summary:
charge	+1
LUMO level	-2.986	eV
gap between HOMO and LUMO	7.910	eV

=====

2.
DFT (wB97M-V/def2-TZVPD) results for a 2-piece molecular cluster, C4H13NOP overall at a distorted geometry.

The geometry in XYZ format:
```
20
Properties=species:S:1:pos:R:3:nbo_charge:R:1
P -1.118 0.239 -2.656 0.03
O 1.222 -0.704 0.088 -0.49
N -0.536 0.641 0.844 -0.40
C 2.104 -1.112 -0.917 -0.25
C 0.455 0.376 -0.107 0.27
C -1.733 -0.290 0.779 -0.43
C -0.071 1.008 2.268 -0.37
H 0.311 0.102 2.681 0.23
H 1.027 1.097 -0.572 0.19
H -1.079 1.447 0.710 0.45
H -0.867 1.416 2.733 0.23
H -2.233 -0.231 -0.128 0.24
H -1.486 -0.970 -3.113 -0.03
H -2.460 -0.266 1.710 0.25
H 2.968 -1.785 -0.559 0.23
H -1.238 -1.281 0.788 0.24
H 2.485 -0.243 -1.325 0.18
H 1.680 -1.690 -1.667 0.20
H 0.800 1.474 2.059 0.23
H -0.232 0.774 -3.619 0.00
```

Summary:
energy above the lowest of the compared OMol25 structures with the same formula, charge and spin	626.9	kJ/mol
charge	+1
LUMO level (alpha / beta)	-3.987 / -4.554	eV
gap between HOMO and LUMO (alpha / beta)	8.314 / 7.468	eV

=====

3.
DFT (wB97M-V/def2-TZVPD) results for C34H58BeN2O4Si as an isolated structure at a distorted geometry.

The geometry in XYZ format:
```
100
Properties=species:S:1:pos:R:3:lowdin_charge:R:1
Si 0.537 3.104 -3.428 0.45
O -0.869 -1.182 1.217 -0.04
O -1.712 -2.119 -4.654 -0.17
O 0.866 -2.571 0.101 -0.17
O -0.022 -1.676 3.158 0.03
N -1.195 1.003 2.464 0.09
N 1.435 0.636 2.508 0.08
C 2.175 -0.654 5.061 -0.04
C -1.156 3.632 -4.060 -0.19
C -4.674 -0.178 1.912 -0.05
C 4.719 -0.861 1.618 -0.06
C -4.284 -0.012 4.289 -0.05
C -1.145 -1.073 -5.443 -0.29
C 2.031 -2.501 -0.730 -0.26
C -2.961 0.493 0.223 -0.04
C 1.144 4.474 -2.303 -0.19
C 3.340 0.756 0.318 -0.05
C -0.215 -3.387 -0.383 -0.26
C 1.851 2.539 -4.633 -0.18
C 2.989 -0.784 3.809 -0.21
C -2.536 0.595 2.723 -0.18
C 3.571 -0.077 1.548 -0.22
C -2.751 -1.641 -3.817 -0.29
C -2.136 0.888 5.216 -0.03
C -0.055 -4.044 -1.735 -0.08
C 0.066 1.596 -2.395 -0.17
C -2.996 0.479 4.053 -0.20
C -2.044 3.308 2.141 0.00
C 2.664 -0.099 2.624 -0.17
C 2.754 2.690 2.910 0.00
C -0.578 -1.684 -6.709 -0.08
C -0.938 2.304 2.294 -0.29
C 0.368 2.766 2.299 -0.04
C 4.971 -1.666 2.728 -0.08
C -3.395 0.295 1.646 -0.21
C 1.471 1.980 2.579 -0.30
C -3.466 -2.800 -3.149 -0.07
C -5.119 -0.346 3.218 -0.08
C 3.094 -3.424 -0.190 -0.06
C -0.638 -2.067 2.111 -0.32
C 4.098 -1.629 3.815 -0.04
Be 0.023 -0.229 2.261 0.15
H -6.118 -0.741 3.394 0.10
H 3.518 2.565 2.134 0.08
H 2.709 2.134 -4.079 0.03
H -4.612 -0.135 5.323 0.11
H 3.191 0.113 -0.562 0.06
H 0.357 4.746 -1.587 0.03
H 2.806 -4.478 -0.316 0.08
H -0.345 -0.573 -4.862 0.11
H 0.939 1.072 -1.975 0.03
H 4.032 -3.276 -0.732 0.08
H -2.618 3.425 3.074 0.10
H -1.714 4.107 -3.242 0.03
H -0.534 1.952 -1.598 0.00
H 3.181 2.365 3.865 0.10
H -0.099 -3.332 -2.566 0.08
H 2.805 -0.954 5.911 0.08
H -3.053 1.535 -0.117 0.08
H 2.538 3.761 2.973 0.08
H 2.341 -1.452 -0.657 0.08
H 5.849 -2.305 2.745 0.10
H 1.301 -1.317 5.033 0.07
H -4.324 -2.421 -2.583 0.08
H 1.470 1.744 -5.285 0.02
H -2.684 0.674 6.143 0.08
H -3.599 -0.118 -0.430 0.08
H 4.220 1.379 0.097 0.09
H -3.843 -3.511 -3.896 0.08
H -1.901 -0.306 -5.707 0.12
H -2.806 -3.334 -2.453 0.06
H 4.272 -2.248 4.694 0.11
H 0.535 3.831 2.144 0.10
H -1.904 1.963 5.212 0.08
H 1.840 -2.728 -1.790 0.11
H -1.096 -2.733 -0.359 0.11
H -1.606 4.281 1.886 0.08
H -2.330 -0.973 -3.048 0.11
H -0.916 -3.116 1.981 0.14
H 2.211 3.360 -5.261 0.03
H 2.469 1.413 0.398 0.07
H -1.183 0.342 5.252 0.08
H -2.741 3.036 1.339 0.07
H -0.870 -4.754 -1.885 0.08
H 0.883 -4.615 -1.768 0.08
H -1.084 4.345 -4.887 0.02
H 0.066 -2.531 -6.472 0.08
H -3.476 -1.061 -4.415 0.12
H -1.731 2.761 -4.394 0.02
H -1.406 -2.036 -7.328 0.08
H 1.400 5.364 -2.893 0.03
H 2.032 4.149 -1.747 0.03
H -0.529 0.876 -2.976 0.01
H -1.932 0.168 0.051 0.06
H -0.366 -4.181 0.356 0.11
H 5.401 -0.849 0.772 0.12
H 3.274 -3.223 0.870 0.07
H -5.308 -0.419 1.054 0.11
H -0.016 -0.947 -7.283 0.07
H 1.826 0.372 5.242 0.08
```

Summary:
energy above the lowest of the compared OMol25 structures with the same formula, charge and spin	0.0	kJ/mol
charge	0
LUMO level	0.602	eV
gap between HOMO and LUMO	8.433	eV

=====

no.,DFT total energy (eV)
1,-160208.972
2,-17172.833
3,-55652.774